Entry 1:
# C24H33Cl4F15O10

7 unconnected molecules or ions with the total composition C24H33Cl4F15O10 (the ωB97M-V functional and the def2-TZVPD basis, the Open Molecules 2025 dataset).

Values from the calculation:
**Gap between HOMO and LUMO (alpha / beta)**: 2.29 / 7.06 eV
**Expectation value of S²**: 0.753
**E**: -5025.42869 a.u.

Geometry as ORCA input:
```
! wB97M-V def2-TZVPD RIJCOSX def2/J DEFGRID3
* xyz -1 2
C -5.097 -1.075 -7.551
C -3.953 -0.631 -6.599
O -3.764 -1.375 -5.351
C -4.555 -1.205 -4.357
O -5.488 -0.354 -4.328
C -4.145 -2.013 -3.079
F -2.863 -1.677 -2.778
F -4.866 -1.643 -1.952
F -4.263 -3.298 -3.307
H -5.097 -0.625 -8.544
H -6.087 -0.966 -7.109
H -4.984 -2.159 -7.577
H -3.986 0.436 -6.377
H -3.029 -0.643 -7.175
C 2.761 -0.422 6.368
C 2.087 -0.737 5.011
O 2.823 -0.186 3.961
C 4.066 -0.587 3.548
O 4.678 -1.576 4.055
C 4.758 0.362 2.513
F 4.369 0.073 1.268
F 4.459 1.615 2.636
F 6.073 0.221 2.506
H 3.713 -0.911 6.573
H 2.022 -0.601 7.149
H 3.061 0.621 6.474
H 1.088 -0.332 5.167
H 2.000 -1.819 4.915
C 0.946 1.788 1.723
C -0.159 0.786 1.109
O -0.453 1.268 -0.217
C 0.134 0.970 -1.358
O 1.166 0.376 -1.374
C -0.671 1.267 -2.668
F -0.425 2.537 -3.146
F -0.356 0.321 -3.607
F -1.964 1.148 -2.386
H 1.902 1.741 1.203
H 1.111 1.557 2.776
H 0.573 2.808 1.633
H -1.074 0.830 1.699
H 0.168 -0.253 1.053
C 2.480 -2.624 -1.006
C 3.060 -3.721 -0.100
O 3.933 -4.465 -0.929
C 4.452 -5.675 -0.438
O 4.227 -6.145 0.700
C 5.422 -6.463 -1.417
F 6.607 -6.727 -0.833
F 4.804 -7.566 -1.752
F 5.558 -5.729 -2.497
H 3.296 -1.918 -1.163
H 1.698 -2.059 -0.498
H 2.097 -2.963 -1.968
H 2.273 -4.343 0.327
H 3.603 -3.343 0.767
C -3.877 0.028 8.368
C -3.755 0.869 7.035
O -3.821 0.002 5.889
C -2.599 -0.184 5.239
O -1.523 0.229 5.724
C -2.681 -0.912 3.890
F -1.421 -1.294 3.493
F -3.533 -1.889 3.864
F -3.094 -0.102 2.911
H -3.989 0.686 9.230
H -2.929 -0.495 8.493
H -4.766 -0.595 8.469
H -2.951 1.602 6.991
H -4.619 1.525 6.928
Cl -0.673 1.014 -7.285
C 0.361 2.174 -6.520
C 0.650 3.449 -7.402
Cl 1.132 3.137 -8.966
H 1.256 1.556 -6.438
H -0.038 2.360 -5.523
H 1.530 3.928 -6.972
H -0.191 4.127 -7.543
Cl 0.754 6.098 -2.294
C 0.879 5.890 -0.527
C -0.537 5.899 0.153
Cl -0.337 5.433 1.845
H 1.625 6.569 -0.115
H 1.285 4.883 -0.428
H -1.252 5.269 -0.377
H -1.072 6.848 0.177
*
```

Entry 2:
# C24H33F2O2Si

2 unconnected molecules or ions with the total composition C24H33F2O2Si (the ωB97M-V functional and the def2-TZVPD basis, the Open Molecules 2025 dataset).

Values from the calculation:
**Gap between HOMO and LUMO**: 6.78 eV
**Energy relative to the best compared isomer or geometry (same formula, charge and spin)**: 95.7 kJ/mol
**E**: -1573.75198 a.u.

Geometry as ORCA input:
```
! wB97M-V def2-TZVPD RIJCOSX def2/J DEFGRID3
* xyz 1 1
C 1.526 -3.620 -3.050
C 1.197 -3.859 -1.574
C 0.836 -2.644 -0.723
C 0.570 -3.070 0.727
O -0.281 -1.993 1.318
C -0.861 -2.052 2.503
C -0.334 -2.712 3.619
O -2.060 -1.460 2.578
Si -2.520 0.219 2.623
C -4.393 0.157 2.753
C -1.665 0.999 4.100
C -1.994 1.152 1.102
H 1.702 -4.586 -3.538
H 0.698 -3.134 -3.572
H 2.424 -3.005 -3.178
H 0.348 -4.549 -1.515
H 2.045 -4.390 -1.111
H 1.662 -1.908 -0.742
H -0.056 -2.159 -1.141
H -0.001 -4.015 0.787
H 1.510 -3.171 1.296
H -0.814 -2.405 4.561
H 0.782 -2.745 3.585
H -4.852 1.148 2.925
H -4.826 -0.232 1.820
H -4.725 -0.504 3.567
H -2.061 2.016 4.256
H -1.820 0.423 5.025
H -0.580 1.091 3.925
H -2.158 2.228 1.273
H -0.934 1.008 0.869
H -2.584 0.866 0.217
C -3.375 -5.831 9.664
C -2.734 -5.378 8.405
C -1.601 -6.059 7.953
F -1.146 -7.134 8.690
C -0.932 -5.710 6.813
C -1.352 -4.631 6.000
C -0.781 -4.432 4.661
C 0.497 -5.070 4.391
C 1.563 -5.109 5.377
C 2.803 -5.624 5.028
F 3.741 -5.879 6.005
C 3.117 -5.986 3.708
C 4.452 -6.491 3.285
C 2.105 -5.867 2.737
C 0.808 -5.562 3.091
C -2.430 -3.849 6.509
C -3.117 -4.226 7.668
H -4.281 -5.253 9.850
H -3.645 -6.894 9.611
H -2.687 -5.707 10.514
H -0.081 -6.319 6.502
H -1.601 -4.473 3.809
H 1.405 -4.826 6.420
H 4.574 -6.284 2.203
H 5.288 -6.018 3.831
H 4.554 -7.585 3.397
H 2.347 -6.100 1.695
H -0.021 -5.684 2.347
H -2.752 -2.955 5.979
H -3.979 -3.650 8.039
*
```

Entry 3:
# C24H33N3O4

A single C24H33N3O4 molecule (the ωB97M-V functional and the def2-TZVPD basis, the Open Molecules 2025 dataset).

Values from the calculation:
**Gap between HOMO and LUMO**: 9.86 eV
**Energy relative to the best compared isomer or geometry (same formula, charge and spin)**: 90.8 kJ/mol
**E**: -1399.58798 a.u.
**SMILES string**: C=CCN1C(=O)[C@H]2[C@H](C(=O)NC3CCCC3)[C@]3(C)C=C[C@]2(O3)[C@@H]1C(=O)NC1CCCC1

Geometry as ORCA input:
```
! wB97M-V def2-TZVPD RIJCOSX def2/J DEFGRID3
* xyz 0 1
C -5.029 -1.061 2.534
C -4.380 -1.753 1.617
C -3.009 -2.328 1.825
N -2.031 -1.739 0.936
C -0.918 -1.104 1.382
O -0.648 -0.900 2.544
C -0.116 -0.684 0.163
H -0.264 0.375 -0.061
C 1.372 -1.027 0.144
C 2.247 0.177 -0.153
O 1.833 1.165 -0.725
N 3.528 0.025 0.235
H 3.799 -0.801 0.746
C 4.546 1.034 0.035
H 4.041 1.852 -0.483
C 5.731 0.474 -0.783
H 5.589 -0.598 -0.932
C 6.983 0.726 0.061
C 6.462 0.726 1.495
H 6.275 -0.297 1.828
H 7.155 1.192 2.194
C 5.149 1.496 1.374
H 5.353 2.566 1.332
H 4.466 1.312 2.201
H 7.401 1.705 -0.174
H 7.753 -0.025 -0.108
H 5.799 0.938 -1.764
H 1.676 -1.523 1.068
C 1.392 -2.083 -1.035
C 2.591 -2.999 -1.074
H 3.488 -2.423 -1.287
H 2.451 -3.741 -1.855
H 2.702 -3.515 -0.123
C 1.063 -1.314 -2.305
C -0.239 -1.064 -2.259
H -0.870 -0.522 -2.933
C -0.680 -1.634 -0.936
C -2.108 -1.919 -0.500
H -2.393 -2.946 -0.755
C -3.073 -0.948 -1.206
O -3.645 -1.255 -2.230
N -3.168 0.250 -0.611
H -2.690 0.409 0.263
C -3.943 1.353 -1.138
C -3.044 2.580 -1.365
H -2.011 2.292 -1.557
H -3.408 3.145 -2.223
C -3.210 3.408 -0.094
H -2.902 4.443 -0.228
H -2.622 2.978 0.719
C -4.701 3.272 0.201
H -5.264 3.933 -0.459
H -4.950 3.525 1.231
C -5.016 1.808 -0.125
H -4.942 1.191 0.772
H -6.020 1.690 -0.528
H -4.379 0.986 -2.070
O 0.170 -2.767 -0.789
H 1.790 -1.027 -3.037
H -2.658 -2.135 2.841
H -3.036 -3.412 1.651
H -4.821 -1.939 0.647
H -6.018 -0.672 2.362
H -4.600 -0.868 3.504
*
```

Entry 4:
# C24H33N3O4

A single C24H33N3O4 molecule (the ωB97M-V functional and the def2-TZVPD basis, the Open Molecules 2025 dataset).

Values from the calculation:
**Gap between HOMO and LUMO**: 9.32 eV
**Energy relative to the best compared isomer or geometry (same formula, charge and spin)**: 148.5 kJ/mol
**E**: -1399.56599 a.u.
**SMILES string**: O=C(CN1C(=O)COc2ccccc21)N(CCCN1CCOCC1)C[C@@H]1CC=CCC1

Geometry as ORCA input:
```
! wB97M-V def2-TZVPD RIJCOSX def2/J DEFGRID3
* xyz 0 1
O -0.314 -0.499 -2.353
C -0.043 0.002 -1.275
N 0.198 -0.737 -0.173
C 0.765 -0.258 1.071
H 0.592 0.808 1.192
H 0.257 -0.774 1.891
C 2.273 -0.520 1.175
H 2.478 -1.579 1.016
H 2.599 -0.267 2.184
C 3.076 0.322 0.183
N 4.502 0.084 0.325
C 4.940 -1.128 -0.346
C 6.422 -1.358 -0.047
O 7.209 -0.271 -0.470
C 6.776 0.916 0.151
C 5.304 1.200 -0.148
H 4.997 2.106 0.378
H 5.180 1.358 -1.234
H 7.410 1.714 -0.238
H 6.910 0.836 1.240
H 6.792 -2.233 -0.584
H 6.547 -1.510 1.036
H 4.366 -1.978 0.024
H 4.797 -1.054 -1.439
H 2.734 0.117 -0.847
H 2.892 1.376 0.405
C -0.011 -2.173 -0.264
H -0.062 -2.426 -1.325
C -1.304 -2.622 0.429
C -2.542 -2.046 -0.253
C -3.793 -2.390 0.549
C -3.811 -3.837 0.935
C -2.746 -4.618 0.877
C -1.396 -4.149 0.426
H -0.626 -4.576 1.075
H -1.208 -4.525 -0.585
H -2.813 -5.661 1.154
H -4.758 -4.226 1.282
H -4.686 -2.152 -0.033
H -3.834 -1.777 1.456
H -2.621 -2.465 -1.258
H -2.455 -0.964 -0.351
H -1.294 -2.280 1.470
H 0.842 -2.690 0.182
C -0.008 1.532 -1.153
N -1.062 2.055 -0.300
C -0.720 2.843 0.750
O 0.435 3.097 1.039
C -1.894 3.400 1.537
H -1.566 3.630 2.552
O -2.975 2.505 1.648
C -3.351 1.955 0.451
C -4.670 1.569 0.274
C -5.073 1.021 -0.930
C -4.163 0.875 -1.961
C -2.837 1.236 -1.785
C -2.412 1.759 -0.570
H -2.138 1.076 -2.588
H -4.474 0.464 -2.908
H -6.101 0.721 -1.063
H -5.358 1.708 1.092
H -2.218 4.335 1.049
H -0.119 1.932 -2.166
H 0.938 1.887 -0.740
*
```

Number 1: largest force on an atom 0.11928 hartree/bohr. Number 2: largest force on an atom 0.07774 hartree/bohr. Number 3: largest force on an atom 0.01164 hartree/bohr. Number 4: largest force on an atom 0.00948 hartree/bohr.